# 1
Molecular formula: C33H69Cl14F3N5O7
Method: DFT, wB97M-V/def2-TZVPD

The maximum force is 1.68 eV Å⁻¹. Its HOMO energy is -6.619 eV. As for the total charge: -1. The value obtained for the gap between HOMO and LUMO is 0.3037 Eh.

Last column: Löwdin charge in e.
Cartesian coordinates (Å):
C1 -1.00906 -0.20953 -0.63206  -0.5372
O1 0.41515 -0.10448 -0.84539  -0.1049
O2 -1.54145 -1.18764 -1.28295  -0.1330
C2 -1.29215 -0.24807 0.87336  -0.5445
F1 -1.18891 0.98012 1.44985  0.0788
F2 -2.53109 -0.66540 1.13727  0.1348
F3 -0.44550 -1.02716 1.57651  0.1173
C3 0.99890 1.16048 -0.61322  -0.2785
C4 2.36336 1.28382 -1.26483  -0.0653
H1 3.11445 0.60801 -0.86180  0.0476
H2 2.35712 1.21625 -2.35230  0.0655
H3 2.64790 2.32504 -1.06178  0.0454
H4 1.07787 1.35135 0.46511  0.0992
H5 0.38391 1.93076 -1.09553  0.0790
H6 -1.43592 0.78653 -0.95908  0.1377
C5 -2.01470 0.46249 4.37558  -0.0099
C6 -1.46516 -0.77707 5.05007  -0.5674
O3 -1.35619 -0.83508 6.26935  0.0210
N1 -1.12548 -1.80004 4.23870  0.0184
C7 -0.38045 -2.94159 4.70975  -0.0794
H7 -1.27880 1.24488 4.56695  0.0787
H8 -2.98230 0.73678 4.78357  0.0860
H9 -2.13177 0.34723 3.29746  0.0351
H10 -1.19409 -1.61273 3.25212  0.0823
H11 0.43489 -2.60980 5.36135  0.0812
H12 0.08868 -3.47600 3.88444  0.0545
H13 -1.00733 -3.61728 5.29261  0.0886
C8 0.19269 0.06429 -4.25305  0.0068
C9 -1.13659 0.65420 -4.67586  -0.5721
O4 -1.27007 1.26983 -5.73428  0.0066
N2 -2.15231 0.42597 -3.81900  0.0331
C10 -3.45770 1.02423 -3.96357  -0.0874
H14 0.47679 -0.72195 -4.94630  0.0686
H15 0.05230 -0.37411 -3.26198  0.0505
H16 0.91634 0.87022 -4.15021  0.0721
H17 -1.94438 -0.08384 -2.94210  0.0915
H18 -3.47149 1.74422 -4.77620  0.0570
H19 -3.75629 1.51830 -3.03245  0.0668
H20 -4.21969 0.26135 -4.14090  0.0403
C11 5.39745 1.79485 1.09512  0.0021
C12 5.40099 2.78120 -0.05656  -0.5656
O5 5.05985 3.93386 0.13697  0.0317
N3 5.82034 2.31562 -1.26190  0.0087
C13 5.90368 3.15831 -2.42833  -0.0681
H21 4.40021 1.75647 1.52548  0.0707
H22 6.13144 2.12247 1.82956  0.0845
H23 5.69897 0.79570 0.77208  0.0761
H24 6.23650 1.40253 -1.29095  0.1287
H25 5.77124 4.19286 -2.11824  0.0831
H26 5.11494 2.93534 -3.15104  0.0792
H27 6.86738 3.06605 -2.92815  0.0810
C14 3.33524 -4.00842 2.06849  -0.0011
C15 2.01672 -3.58980 1.49510  -0.5366
O6 0.96971 -4.15724 1.79576  0.0052
N4 1.99017 -2.56968 0.60958  0.0423
C16 3.15674 -1.99845 -0.03033  -0.0698
H28 3.97491 -4.61168 1.42509  0.0870
H29 3.13751 -4.52404 3.00315  0.0858
H30 3.92309 -3.11062 2.28517  0.0540
H31 1.09200 -2.32999 0.21366  0.1109
H32 2.89230 -1.74102 -1.05477  0.0698
H33 4.00787 -2.67300 -0.04524  0.0872
H34 3.42793 -1.07673 0.49181  0.0656
C17 5.43790 0.44111 4.86001  -0.0001
C18 4.31075 -0.14159 4.03738  -0.5619
O7 4.51741 -1.00524 3.20306  0.0291
N5 3.07199 0.35566 4.26946  0.0211
C19 1.86850 -0.19175 3.66534  -0.0430
H35 5.13230 1.37640 5.33764  0.0739
H36 6.31566 0.65809 4.26157  0.0752
H37 5.66513 -0.27642 5.64846  0.0868
H38 2.96873 1.04804 4.98858  0.1254
H39 1.83633 -1.28059 3.74165  0.0826
H40 1.80206 0.02240 2.59717  0.0744
H41 1.03308 0.23061 4.21803  0.0809
Cl1 -6.69774 -1.68682 1.73285  0.5337
C20 -5.70218 -1.47676 0.25464  -0.6609
C21 -5.61979 -0.03676 -0.08774  -0.6738
Cl2 -7.21972 0.58182 -0.66600  0.5018
H42 -6.24808 -1.99848 -0.52689  0.0529
H43 -4.72244 -1.88894 0.47049  0.0225
H44 -4.88975 0.18948 -0.85880  0.0564
H45 -5.46083 0.55969 0.80641  0.0418
Cl3 -3.45435 -4.62148 -0.61204  0.6074
C22 -2.13027 -4.16002 0.48091  -0.6619
C23 -2.40753 -4.48537 1.90947  -0.6716
Cl4 -3.71909 -3.56083 2.63718  0.5961
H46 -2.01246 -3.08189 0.35457  0.0360
H47 -1.19352 -4.62733 0.18710  0.0710
H48 -1.50434 -4.43382 2.51525  0.0466
H49 -2.66398 -5.54939 1.95721  0.0714
Cl5 -5.01457 3.33090 -0.26807  0.5947
C24 -3.25594 3.24962 -0.15896  -0.6756
C25 -2.68586 4.00381 0.99997  -0.6701
Cl6 -3.19115 3.34247 2.57782  0.5723
H50 -2.79140 3.59530 -1.08446  0.0372
H51 -3.00826 2.19645 -0.07286  0.0396
H52 -2.89217 5.07048 0.98176  0.0750
H53 -1.60222 3.90306 0.95915  -0.0048
Cl7 -0.70885 -4.93797 -4.18557  0.5603
C26 -0.43563 -3.52202 -3.12421  -0.6500
C27 1.02154 -3.38032 -2.74863  -0.6531
Cl8 2.07521 -3.19473 -4.17780  0.5451
H54 -1.02691 -3.63643 -2.21759  0.0445
H55 -0.80769 -2.65330 -3.65926  0.0506
H56 1.31104 -4.25706 -2.17116  0.0749
H57 1.15708 -2.49045 -2.13870  0.0340
Cl9 -0.05065 5.39332 2.81218  0.5796
C28 0.90271 3.93267 2.47506  -0.6522
C29 1.81216 4.12410 1.29121  -0.6207
Cl10 0.87680 4.50643 -0.17886  0.6169
H58 0.29406 3.03587 2.38130  0.0589
H59 1.54886 3.85224 3.35068  0.0684
H60 2.39579 3.23179 1.07437  0.0439
H61 2.52261 4.92414 1.48356  0.0761
Cl11 -2.57175 4.27483 -3.88407  0.6208
C30 -0.92139 3.85175 -3.34627  -0.6580
C31 0.03978 4.93746 -3.72843  -0.6352
Cl12 1.71730 4.34100 -3.46629  0.5342
H62 -0.67166 2.94712 -3.90825  0.0405
H63 -0.90027 3.53984 -2.30459  0.0293
H64 -0.01652 5.84763 -3.13171  0.0646
H65 -0.06080 5.26008 -4.76018  0.0689
Cl13 -6.13498 -1.76602 -3.87978  0.5351
C32 -4.66195 -2.60820 -3.29574  -0.6583
C33 -3.84635 -3.22487 -4.40482  -0.6907
Cl14 -4.74392 -4.20675 -5.57140  0.5472
H66 -5.05270 -3.35046 -2.60600  0.0261
H67 -4.03018 -1.91918 -2.73242  0.0609
H68 -3.10425 -3.87222 -3.93471  0.0063
H69 -3.25939 -2.47127 -4.92998  0.0721



# 2
Molecular formula: C33H70B3INO13
Method: DFT, wB97M-V/def2-TZVPD

The maximum force is 3.96 eV Å⁻¹. Its HOMO energy is -3.647 eV. As for the total charge: -1. The value obtained for the gap between HOMO and LUMO is 0.2078 Eh.

Last column: Löwdin charge in e.
Cartesian coordinates (Å):
C1 -2.79105 2.62074 2.49062  -0.1313
C2 -1.41307 2.70829 3.37446  -0.2952
C3 -0.05579 2.21042 2.60150  -0.5768
I1 0.45806 3.69315 1.05977  0.7885
C4 -0.08499 0.66053 2.06832  -0.3282
C5 1.23570 -0.29535 2.24587  -0.0146
B1 2.66919 0.41743 1.87191  -0.4648
O1 3.12066 1.76307 2.27718  -0.0104
O2 3.64636 -0.39326 1.07243  -0.0102
O3 -1.09012 -0.08155 2.90013  -0.0937
B2 -1.79153 -1.09413 2.05169  -0.7279
B3 -2.93359 -2.06727 2.75342  -0.3438
N1 -3.14110 -2.12028 4.28450  0.0821
O4 -3.76780 -2.96103 1.89910  -0.0113
O5 -2.08376 -0.41749 0.77248  -0.0870
C6 -0.88557 0.45889 0.61411  -0.2174
C7 -0.09191 -0.27195 -0.62040  -0.1336
C8 -0.71234 0.01354 -2.11175  -0.1737
C9 -0.47570 1.58044 -2.63984  -0.1857
C10 0.83273 1.69704 -3.65523  -0.1610
C11 2.21453 1.16090 -2.92151  -0.2373
O6 3.45434 1.72185 -3.48715  -0.2668
C12 4.53096 1.12103 -2.63093  -0.1159
H1 -3.52596 3.47475 2.88441  0.0758
H2 -3.32905 1.60127 2.79870  0.0990
H3 -2.64487 2.66184 1.33056  0.0610
H4 -1.24922 3.86524 3.61753  0.0884
H5 -1.45749 2.17091 4.41800  0.1208
H6 0.82294 2.26674 3.40750  0.1055
H7 1.18190 -1.31368 1.63338  0.1244
H8 1.30853 -0.63332 3.38661  0.1490
H9 3.78516 2.11610 1.59063  0.1101
H10 4.22181 0.24395 0.53338  0.0864
H11 -0.98254 -1.90788 1.70422  0.0907
H12 -4.15686 -2.18851 4.51352  0.0442
H13 -2.58457 -2.91716 4.66813  0.0597
H14 -3.67401 -2.73164 0.92806  0.0879
H15 -1.35284 1.40385 0.10586  0.1042
H16 1.00703 0.13910 -0.62071  0.0910
H17 -0.00523 -1.43683 -0.39542  0.1314
H18 -1.86454 -0.19004 -2.17667  0.1029
H19 -0.16004 -0.71409 -2.87772  0.1016
H20 -1.43468 1.83161 -3.28226  0.0919
H21 -0.45058 2.35522 -1.76053  0.0704
H22 0.99920 2.86152 -3.83611  0.1187
H23 0.64701 1.16199 -4.69316  0.1066
H24 2.15465 1.56768 -1.80121  0.1208
H25 2.23232 -0.03210 -2.91748  0.1333
H26 5.58833 1.52328 -2.94037  0.1008
H27 4.32461 1.41474 -1.50104  0.0844
H28 4.41228 -0.04615 -2.77075  0.0955
C13 -5.20823 2.93474 -1.70542  -0.0190
C14 -4.20005 3.16444 -2.79946  -0.4847
O7 -3.08657 3.62612 -2.55502  0.0391
C15 -4.60703 2.80736 -4.20402  -0.0326
H29 -4.77703 3.23746 -0.74522  0.0814
H30 -6.10224 3.53492 -1.89209  0.0801
H31 -5.46576 1.87391 -1.65424  0.0905
H32 -5.47432 3.40191 -4.50206  0.0793
H33 -4.83777 1.74078 -4.26422  0.0646
H34 -3.78029 3.02628 -4.88813  0.0840
C16 -4.17288 -0.61555 7.72342  -0.0189
C17 -4.81626 -1.94657 8.00727  -0.4873
O8 -5.07167 -2.73844 7.10149  0.0441
C18 -5.13493 -2.27111 9.44221  -0.0307
H35 -4.00062 -0.51815 6.64620  0.0751
H36 -4.83353 0.19284 8.04646  0.0849
H37 -3.21135 -0.55025 8.23866  0.0692
H38 -5.83852 -1.53644 9.84188  0.0832
H39 -4.21622 -2.27961 10.03410  0.0672
H40 -5.59583 -3.26313 9.49615  0.0788
C19 4.49132 -3.01379 -0.04931  -0.0268
C20 5.65236 -3.90118 -0.41078  -0.4927
O9 5.80310 -4.32012 -1.55729  0.0339
C21 6.62170 -4.25604 0.68483  -0.0321
H41 3.87552 -2.84171 -0.93854  0.0886
H42 3.87666 -3.49843 0.71332  0.0966
H43 4.85872 -2.05059 0.31341  0.0617
H44 6.10193 -4.79609 1.48026  0.0846
H45 7.08408 -3.34816 1.08030  0.0835
H46 7.40781 -4.90150 0.27883  0.0793
C22 -0.45258 -2.17860 10.61072  -0.0228
C23 -1.15222 -0.98647 11.20692  -0.4874
O10 -2.12866 -0.47866 10.65791  0.0457
C24 -0.61088 -0.43986 12.50079  -0.0300
H47 -0.95210 -2.46383 9.67868  0.0869
H48 0.58690 -1.92591 10.38726  0.0878
H49 -0.49870 -3.02176 11.30443  0.0852
H50 0.42164 -0.10966 12.36155  0.0853
H51 -0.66405 -1.20557 13.27880  0.0838
H52 -1.21446 0.41915 12.81259  0.0837
C25 6.09111 -2.60605 -5.93015  -0.0274
C26 5.10433 -1.85901 -6.78708  -0.4921
O11 4.69012 -2.33202 -7.84416  0.0409
C27 4.64403 -0.51095 -6.30049  -0.0184
H53 6.33325 -3.56262 -6.40546  0.0818
H54 7.01018 -2.02364 -5.82816  0.0825
H55 5.65496 -2.80410 -4.94789  0.0852
H56 5.49869 0.16489 -6.21498  0.0882
H57 4.14335 -0.61562 -5.33467  0.0776
H58 3.93396 -0.08869 -7.01946  0.0787
C28 -1.88977 -1.68952 -5.53757  -0.0158
C29 -3.26321 -1.27437 -5.08213  -0.4761
O12 -3.41879 -0.36052 -4.27380  0.0434
C30 -4.43878 -2.02061 -5.65404  -0.0286
H59 -1.13895 -1.06433 -5.04262  0.0659
H60 -1.70866 -2.73303 -5.26813  0.0905
H61 -1.80006 -1.55433 -6.61830  0.0863
H62 -4.37126 -3.07897 -5.38977  0.0857
H63 -4.46269 -1.90017 -6.74003  0.0827
H64 -5.36541 -1.61343 -5.23573  0.0827
C31 1.10396 3.63925 -8.62390  -0.0313
C32 1.94775 3.26321 -7.43532  -0.4876
O13 1.95941 2.11347 -6.99863  0.0442
C33 2.77665 4.34837 -6.80185  -0.0239
H65 0.56018 2.75642 -8.97673  0.0831
H66 0.37900 4.40519 -8.33743  0.0846
H67 1.74254 4.00303 -9.43271  0.0820
H68 2.12618 5.14599 -6.43415  0.0869
H69 3.48985 4.74378 -7.52948  0.0821
H70 3.33359 3.93230 -5.95560  0.0824



# 3
Molecular formula: C33H70CuN6O16
Method: DFT, wB97M-V/def2-TZVPD

The multiplicity is 2. The maximum force is 9.35 eV Å⁻¹. Its HOMO energy (alpha / beta) is -7.169 / -7.129 eV. Its expectation value of S² is 0.7731. The value obtained for the gap between HOMO and LUMO (alpha / beta) is 0.2541 / 0.2002 Eh.

Last column: Löwdin charge in e.
Cartesian coordinates (Å):
Cu1 -1.91661 0.11236 -2.79758  0.3511
C1 -0.13490 5.53258 4.09045  -0.0608
C2 -1.62449 5.27183 3.96405  -0.1494
N1 -1.93494 4.63417 2.67819  -0.0417
C3 -1.72064 3.31993 2.35211  0.0063
C4 -2.22308 3.13487 1.12641  0.0059
N2 -2.71295 4.34027 0.70271  -0.0722
C5 -2.52497 5.23322 1.65746  -0.0433
C6 -3.33456 4.60344 -0.60878  0.0410
H1 0.09337 5.86207 5.10277  0.0831
H2 0.19660 6.28917 3.37853  0.0781
H3 0.44100 4.62790 3.88741  0.0804
H4 -2.19069 6.19727 4.00706  0.1231
H5 -1.94583 4.59355 4.75051  0.1332
H6 -1.30112 2.63910 3.07870  0.1239
H7 -2.34583 2.28714 0.46823  0.1205
H8 -2.87252 6.25019 1.60690  0.1686
H9 -4.36424 4.91264 -0.47513  0.1019
H10 -3.21417 3.70773 -1.21027  0.0842
H11 -2.76619 5.38959 -1.10649  0.1000
N3 -0.48411 -0.29820 0.27259  -0.4762
O1 -0.55346 -1.21082 1.09351  0.0342
O2 -0.79093 -0.48390 -0.92550  -0.0644
O3 0.00119 0.82994 0.60808  -0.1090
C7 -4.91972 -0.13316 0.41722  0.0464
C8 -5.76175 -1.19396 0.89675  -0.3955
C9 -5.68562 -2.51558 0.16754  -0.3292
O4 -6.34105 -3.47104 0.51862  0.1287
C10 -4.82603 -2.62217 -0.98624  0.1510
C11 -4.00832 -1.53976 -1.43574  -0.2986
C12 -4.08896 -0.22062 -0.68670  -0.3584
O5 -3.36173 0.71029 -1.10567  -0.0505
O6 -3.24911 -1.62040 -2.39481  0.0610
O7 -6.54636 -1.04699 1.79306  0.0936
H12 -4.86477 0.78347 0.98979  0.1125
H13 -4.76493 -3.53802 -1.55860  0.1272
C13 2.82965 -5.80000 0.85589  -0.1105
O8 2.48352 -5.54129 -0.48858  -0.1919
C14 2.28174 -4.17596 -0.76427  -0.2368
C15 0.92867 -3.69082 -0.32074  -0.2324
N4 -0.11655 -4.50778 -0.90722  -0.0341
C16 -1.41008 -4.18740 -0.30004  -0.2038
C17 -2.46464 -5.20893 -0.62842  -0.2305
O9 -2.09203 -6.43953 -0.03477  -0.1892
C18 -3.15229 -7.36893 -0.00695  -0.1107
H14 3.60331 -5.12888 1.24022  0.0876
H15 3.17957 -6.83139 0.90738  0.0852
H16 1.94380 -5.74995 1.50669  0.0874
H17 2.34931 -4.11267 -1.85594  0.1234
H18 3.09634 -3.57239 -0.34341  0.1165
H19 0.77499 -2.64853 -0.59974  0.0910
H20 0.87032 -3.77617 0.78032  0.1188
H21 0.10498 -5.48851 -0.76951  0.1037
H22 -1.67879 -3.20879 -0.70694  0.1056
H23 -1.33133 -4.12845 0.79663  0.1237
H24 -2.57396 -5.35723 -1.71124  0.1316
H25 -3.38104 -4.81882 -0.16358  0.1080
H26 -4.07688 -6.89931 0.34574  0.0876
H27 -2.87763 -8.15438 0.69520  0.0847
H28 -3.31023 -7.80983 -0.99897  0.0861
C19 8.93854 0.62373 -0.81000  -0.1273
O10 8.05838 0.68507 0.27105  -0.1946
C20 8.29412 1.78327 1.13237  -0.2434
C21 7.42363 1.61934 2.33685  -0.2345
N5 6.02102 1.52859 1.93561  -0.0477
C22 5.14624 1.28939 3.09553  -0.1738
C23 3.69893 1.22357 2.65721  -0.2785
O11 3.47918 0.00210 1.99315  -0.1358
C24 2.62206 0.11293 0.89341  -0.0852
H29 8.73589 1.39332 -1.56484  0.0887
H30 8.83459 -0.36678 -1.25220  0.0876
H31 9.98849 0.72302 -0.49458  0.0856
H32 8.04079 2.71825 0.61072  0.1270
H33 9.36251 1.82351 1.38782  0.1205
H34 7.56066 2.50823 2.96110  0.1200
H35 7.75535 0.74671 2.92329  0.1230
H36 5.93335 0.70647 1.34417  0.1069
H37 5.26849 2.09609 3.82039  0.1205
H38 5.40227 0.32428 3.55961  0.1274
H39 3.45313 2.07438 2.01110  0.1443
H40 3.02779 1.31638 3.52518  0.0314
H41 1.58344 0.24322 1.21163  0.0493
H42 2.73680 -0.75348 0.24203  0.0926
H43 2.92177 0.96895 0.27128  0.0991
C25 -4.40060 1.92529 -3.97285  -0.0756
O12 -3.62583 0.75246 -4.10239  -0.2271
C26 -3.66045 0.22010 -5.41046  -0.2106
C27 -2.85622 -1.06411 -5.46476  -0.1630
N6 -1.57463 -0.95989 -4.72870  -0.0677
C28 -0.61101 -0.09234 -5.41423  -0.1909
C29 0.66442 -0.08449 -4.61073  -0.1798
O13 0.22467 0.19195 -3.28857  -0.2094
C30 1.15532 0.01936 -2.27686  -0.1218
H44 -4.13056 2.66577 -4.73583  0.0939
H45 -4.19526 2.35295 -2.99459  0.0673
H46 -5.46596 1.67977 -4.02677  0.1014
H47 -3.31223 0.96619 -6.14264  0.1227
H48 -4.69146 -0.01806 -5.71145  0.1329
H49 -2.69097 -1.37285 -6.50352  0.1230
H50 -3.41776 -1.82398 -4.91879  0.1170
H51 -1.16776 -1.88472 -4.63976  0.1393
H52 -0.97961 0.92740 -5.53765  0.1232
H53 -0.42717 -0.44921 -6.44544  0.1277
H54 1.30579 0.74545 -4.93897  0.1326
H55 1.20010 -1.03179 -4.74788  0.1352
H56 0.69618 0.32827 -1.33374  0.0536
H57 2.06654 0.63712 -2.34839  0.1040
H58 1.49211 -1.01616 -2.13125  0.0987
C31 1.59627 0.89861 3.77070  -0.1470
O14 0.39936 1.50862 3.35869  -0.1309
H59 1.50877 -0.19508 3.80036  0.1229
H60 2.43130 1.12504 3.09602  -0.0735
H61 1.84403 1.25025 4.77002  0.1177
H62 0.25757 1.28706 2.42427  0.0267
C32 1.05821 4.50593 0.29874  -0.1641
O15 1.65243 3.30878 0.70473  -0.1045
H63 0.49534 4.96904 1.12796  0.0549
H64 1.81972 5.21252 -0.02686  0.0829
H65 0.35607 4.36938 -0.53461  0.0809
H66 0.98227 2.62110 0.61090  0.0365
C33 -3.13000 -0.86687 3.21420  -0.1671
O16 -2.89370 -2.12669 2.61964  -0.1187
H67 -2.39885 -0.66762 4.00837  0.0784
H68 -3.02505 -0.04913 2.48691  0.0571
H69 -4.14596 -0.86059 3.59842  0.0796
H70 -2.03118 -2.05745 2.19097  0.0304



Computed energy (Ha) in order:
-8841.8103, -2704.5116, -4471.6764